# C7H18BF4I2OP2Y

A structure of composition C7H18BF4I2OP2Y in a non-equilibrium geometry (ωB97M-V/def2-TZVPD, the Open Molecules 2025 dataset).

Summary:
Energy above the lowest of the compared OMol25 structures with the same formula, charge and spin (kcal per mole): 0.0
Charge: +2

Last column: Löwdin charge in e.
Atoms and positions in Å:
I (0.00647, -1.11995, -5.61972)  0.270
I (0.00095, 1.54623, -4.81909)  0.117
Y (-0.05171, 0.85900, 0.23315)  1.400
P (-2.56059, 0.10630, -0.19034)  0.712
C (-3.57316, -0.03018, -1.65501)  -0.233
C (-3.09561, -1.33331, 0.81273)  -0.205
H (-4.17879, -1.27631, 1.04037)  0.086
H (-4.40691, 1.21642, 0.86286)  0.080
H (-2.50177, -1.35607, 1.74400)  0.049
H (-2.85558, 1.53092, 1.73321)  0.050
H (-3.27548, -0.96982, -2.13627)  0.064
H (-2.88204, -2.23762, 0.21823)  0.069
C (-3.34102, 1.44892, 0.75244)  -0.244
H (-4.63657, -0.02096, -1.38706)  0.083
H (-3.21615, 2.37895, 0.18548)  0.060
H (-3.30677, 0.81923, -2.29463)  0.059
P (2.53644, 0.10544, -0.18289)  0.724
C (3.57405, -0.00728, -1.62275)  -0.242
C (3.30867, 1.43067, 0.78641)  -0.247
H (2.60486, -1.32761, 1.78854)  0.044
H (4.20833, -1.32051, 0.93739)  0.086
H (2.81976, -2.25630, 0.25123)  0.067
C (3.10682, -1.34411, 0.80348)  -0.211
H (2.85530, 1.45738, 1.78318)  0.050
H (4.38652, 1.25280, 0.86569)  0.081
H (4.63224, -0.00346, -1.35913)  0.080
H (3.33713, 0.84153, -2.26277)  0.056
H (3.12857, 2.37091, 0.25776)  0.055
H (3.31103, -0.93035, -2.14004)  0.063
C (-0.03089, -0.37568, -1.76475)  -0.200
O (-0.06394, -1.16338, -2.62494)  -0.084
F (-0.01871, -0.90712, 1.78863)  -0.094
B (0.05831, -0.07919, 3.12540)  -1.044
F (1.36665, 0.06414, 3.45429)  0.205
F (-0.48283, 1.25587, 2.59462)  -0.050
F (-0.76357, -0.62550, 4.04029)  0.244